# 1
The following is a quantum chemistry calculation of a molecular structure, C24H33B2BeF8N3O3 in a non-equilibrium geometry, from the Open Molecules 2025 dataset.

```
74
Properties=species:S:1:pos:R:3:forces:R:3:mulliken_charge:R:1
Be 0.14716 0.02629 0.72125 0.1 0.6 0.3 2.29
B -0.46489 -0.88391 3.55215 0.3 -2.2 1.6 -0.04
F -1.28844 -0.06107 2.86817 -1.2 1.8 -1.3 -0.11
F -0.84462 -2.21205 3.28126 -1.0 -0.5 0.7 -0.41
F 0.78350 -0.85903 2.99295 2.3 1.3 -2.0 -0.20
F -0.35105 -0.52661 4.90012 -0.5 -0.2 -0.3 -0.36
B 1.86996 1.45021 -2.17809 1.5 -0.3 -2.8 0.07
F 1.32025 2.50500 -2.84915 -1.3 1.1 -0.3 -0.38
F 1.30695 1.25359 -0.97165 -2.1 -0.7 3.8 0.05
F 1.69194 0.28204 -2.93599 0.0 -0.6 -0.3 -0.36
F 3.20927 1.72701 -2.03593 1.2 -0.2 0.5 -0.34
N 0.45946 2.29244 2.10939 0.6 3.2 -0.3 0.34
C 0.81458 3.42680 1.38350 -0.9 -0.7 0.1 -0.36
C 0.87782 4.72797 1.89287 -0.8 -0.9 1.7 -0.74
C 0.59920 4.91118 3.27469 1.3 0.2 -2.3 -0.24
C 0.32518 3.80504 4.02206 -1.3 -0.1 1.1 -0.91
C 0.18572 2.57711 3.42605 0.7 -2.7 -2.8 -0.35
H 0.88403 3.29788 0.31347 0.4 -0.3 -0.1 0.42
H 0.98720 5.64410 1.33148 0.4 -0.4 -0.6 0.44
H 0.73044 5.93337 3.59767 -0.4 -0.1 0.7 0.39
H -0.03326 3.87243 5.03861 0.4 0.1 0.3 0.39
H -0.12188 1.61800 3.81576 -0.2 0.6 1.4 0.52
N -1.87499 1.48569 0.14277 -0.2 0.4 -0.3 0.73
C -2.96608 1.94060 0.79397 -0.5 0.3 0.2 -0.67
C -4.09085 2.56275 0.19912 1.5 -1.1 -0.9 -0.68
C -4.08905 2.69897 -1.22381 0.1 0.8 2.0 -0.60
C -2.95040 2.30314 -1.87843 0.1 0.5 0.4 -1.12
C -1.90358 1.75625 -1.15163 0.9 -0.1 -1.3 0.02
H -2.90374 1.90210 1.87149 -0.1 -0.3 0.2 0.43
H -4.87475 2.88021 0.87076 -0.1 0.2 -0.3 0.45
H -4.80150 3.34924 -1.70958 -0.4 -0.4 -0.1 0.41
H -2.74048 2.59733 -2.89617 -0.2 -0.2 -0.2 0.62
H -1.00136 1.62876 -1.73141 0.2 -0.5 0.3 0.32
N 1.44088 -2.13120 0.04801 0.1 0.4 -1.1 0.35
C 0.84727 -3.19757 0.54483 -0.1 -1.7 -0.3 -0.46
C 1.12059 -4.54858 0.10864 1.2 1.7 -1.0 -0.89
C 2.18820 -4.75450 -0.84021 -1.1 2.0 2.4 -0.41
C 2.93978 -3.58759 -1.20724 -1.6 -2.5 0.7 -0.97
C 2.42720 -2.35291 -0.85958 0.1 0.8 -0.2 -0.12
H 0.08351 -2.93809 1.26297 -0.2 -0.6 0.3 0.59
H 0.51394 -5.34185 0.51985 0.1 -0.1 -0.1 0.48
H 2.45416 -5.75736 -1.14010 0.1 0.0 -0.1 0.44
H 3.86631 -3.80342 -1.71846 -0.1 0.8 -0.5 0.40
H 2.77226 -1.50986 -1.43975 0.2 0.5 0.5 0.41
C 4.62840 2.07184 0.58352 0.1 -0.7 0.8 -1.09
C 4.21970 0.63759 0.92669 -1.4 -0.2 -2.0 0.84
O 3.03455 0.39645 1.13603 1.3 0.0 0.3 -0.42
C 5.23080 -0.52265 0.78828 0.2 1.3 0.8 -1.23
H 5.22944 2.15723 -0.32177 -0.3 -0.2 -0.1 0.33
H 5.27921 2.40541 1.39178 0.0 0.3 0.2 0.46
H 3.71402 2.66354 0.54007 0.3 0.0 -0.1 0.08
H 6.24078 -0.12614 0.89222 0.1 0.0 0.5 0.46
H 5.30471 -0.97349 -0.20136 -0.9 -0.1 0.0 0.22
H 4.98213 -1.20128 1.60420 0.2 -0.4 -0.4 0.30
C -3.10997 -3.39450 -0.02669 0.2 0.9 0.0 -1.24
C -3.11169 -1.92622 0.46458 2.2 -0.6 -0.9 0.83
O -2.06548 -1.32359 0.66270 -0.6 -0.4 0.0 0.01
C -4.42593 -1.26791 0.46239 -1.6 0.3 0.7 -1.43
H -3.79821 -3.42174 -0.87149 -0.3 -0.3 0.1 0.42
H -3.40711 -4.08545 0.76223 -0.2 0.1 -0.1 0.34
H -2.14175 -3.70391 -0.42030 0.2 0.3 0.3 0.16
H -5.21185 -1.94154 0.80394 0.1 -0.3 0.2 0.46
H -4.75736 -1.04665 -0.55215 0.4 0.2 -0.2 0.32
H -4.50857 -0.38190 1.09188 0.4 0.0 -0.2 0.26
C -1.82643 -0.48333 -3.92280 -0.5 -0.3 -1.2 -1.49
C -0.94675 -1.25897 -3.00124 0.2 -0.2 3.9 0.78
O -0.65003 -0.80905 -1.86745 -0.6 -1.4 -2.8 0.08
C -0.44835 -2.67664 -3.49488 0.5 1.9 0.5 -1.10
H -2.72674 0.05020 -3.61799 0.4 -0.1 1.2 0.30
H -2.25241 -1.19249 -4.63254 0.4 0.1 -0.6 0.42
H -1.21383 0.27969 -4.40302 0.2 -0.2 -0.4 0.34
H 0.30290 -3.07788 -2.81465 -0.2 0.1 0.3 0.00
H 0.10628 -2.41043 -4.39467 -0.2 -0.4 -0.4 0.42
H -1.21657 -3.42636 -3.68426 -0.2 0.4 -0.1 0.37
```
Positions in Å, forces in eV/Å.

Results
**LUMO energy**: -0.8505 eV
**E_HOMO**: -9.24 eV

=====

# 2
The following is a quantum chemistry calculation of a molecular structure, C24H33BaNO3 in a non-equilibrium geometry, from the Open Molecules 2025 dataset.

```
62
Properties=species:S:1:pos:R:3:forces:R:3:lowdin_spin:R:1
O 0.28952 0.24219 -5.89237 -0.1 0.0 -0.3 0.00
C 0.09072 1.54649 -6.47737 0.0 0.0 0.2 0.00
C -0.15368 0.95409 -7.86077 0.0 0.0 -0.1 0.00
H 0.97962 2.17409 -6.38057 0.0 0.0 0.0 0.00
H -0.75798 2.06749 -6.02857 0.0 0.0 0.0 0.00
C 0.06452 -0.41531 -7.18747 0.0 0.2 0.2 0.00
H 0.58442 1.21199 -8.61607 0.0 0.0 0.0 0.00
H -1.15078 1.10819 -8.26527 -0.1 0.0 0.0 0.00
C 1.30192 -1.16111 -7.62517 0.1 0.0 0.0 0.00
H 2.16752 -0.50141 -7.63317 0.0 0.1 0.0 0.00
H 1.17172 -1.57101 -8.62727 0.0 0.0 -0.1 0.00
H 1.51082 -1.98611 -6.94507 0.0 0.0 0.1 0.00
C -1.15298 -1.30581 -7.12417 -0.1 0.0 0.0 0.00
H -2.02288 -0.74641 -6.78557 0.0 0.1 0.0 0.00
H -0.98748 -2.12851 -6.42957 0.0 0.0 0.1 0.00
H -1.37498 -1.72781 -8.10497 0.0 0.0 -0.1 0.00
Ba -0.27228 -0.08141 2.12183 5.5 9.1 -0.7 0.01
C -2.23018 -0.57211 3.36743 -3.3 0.2 1.3 0.00
C -1.93238 0.79049 3.54133 -3.9 1.0 1.1 0.00
C -2.10878 1.42809 2.29123 -3.2 0.8 0.8 0.00
H -1.59828 1.26469 4.44703 0.1 0.0 -0.1 0.01
C -2.51808 0.45809 1.36003 -2.9 0.6 -0.1 0.00
C -2.57518 -0.78451 2.01163 -2.8 0.0 0.4 0.00
H -2.83018 -1.72941 1.56153 0.0 -0.1 -0.1 0.00
H -2.19018 -1.32441 4.13513 0.1 -0.1 0.1 0.00
H -1.91318 2.46509 2.08883 0.2 0.2 -0.1 0.00
H -2.70608 0.63119 0.31393 0.0 0.0 -0.2 0.00
C 0.83362 -1.52061 3.67093 1.8 -2.9 0.9 0.00
C 0.06342 -2.31801 2.79173 1.6 -3.1 0.9 0.00
C 0.59292 -2.18431 1.49363 2.2 -3.0 0.2 0.00
H -0.78198 -2.92511 3.06153 -0.1 0.0 0.0 0.00
C 1.71152 -1.32001 1.58113 2.2 -2.6 0.0 0.00
C 1.86112 -0.92661 2.91843 1.9 -2.0 0.5 0.00
H 2.57792 -0.21651 3.28583 0.0 0.2 0.1 0.00
H 0.66242 -1.38391 4.72523 -0.1 0.1 0.0 0.00
H 0.23522 -2.68671 0.61143 -0.2 0.0 -0.2 0.00
H 2.31102 -0.96931 0.75873 0.0 0.1 -0.2 0.00
O 0.05292 0.51759 -0.02047 0.6 1.4 -4.8 0.00
C -0.31838 -0.36251 -1.10357 0.2 0.2 0.0 0.00
C -0.63018 0.54099 -2.27907 -0.1 -0.1 -0.1 0.00
H -1.15968 -0.96931 -0.77827 -0.1 0.0 0.1 0.00
H 0.52542 -1.02221 -1.31267 0.1 0.0 0.0 0.00
C 0.29472 1.72429 -2.02547 0.1 0.2 -0.2 0.00
H -1.67188 0.86059 -2.24707 -0.1 0.1 0.0 0.00
H -0.45758 0.04819 -3.23307 0.1 0.0 -0.1 0.00
C 0.22592 1.87139 -0.52177 -0.2 -0.6 0.2 0.00
H -0.01678 2.63119 -2.53857 0.0 0.1 -0.1 0.00
H 1.31102 1.48879 -2.34117 0.1 0.0 0.0 0.00
H -0.63348 2.46399 -0.20667 -0.1 0.0 0.0 0.00
H 1.11182 2.28099 -0.05287 0.2 0.1 0.0 0.00
O 0.83142 1.43759 4.33713 -0.1 -0.6 1.1 0.14
N 0.92502 0.88209 5.57133 1.6 0.1 0.6 0.29
C -0.26438 0.67799 6.39943 1.3 -1.6 0.9 0.30
C 0.02082 0.18919 7.79633 -0.5 0.9 -2.3 0.04
C 1.26052 -0.06451 8.21793 1.6 0.1 0.2 0.06
C 2.41042 0.14209 7.32493 -0.8 -0.5 1.6 0.11
C 2.22962 0.59739 6.07883 -2.1 0.8 -1.0 -0.01
H -0.91398 -0.09101 5.93883 -0.4 0.9 -0.2 0.04
H -0.81528 0.03209 8.47163 -0.1 -0.1 -0.2 0.00
H 1.42182 -0.42261 9.23073 0.1 0.1 0.0 0.00
H 3.40942 -0.06721 7.68993 0.0 0.0 -0.1 0.01
H 3.09822 0.75699 5.44843 -0.5 0.2 -0.4 0.00
```
Positions in Å, forces in eV/Å.

Results
**Multiplicity**: 2
**Charge**: -1
**LUMO energy (alpha / beta)**: 1.8534 / 1.8532 eV
**E_HOMO (alpha / beta)**: -1.77 / -3.33 eV
**Expectation value of S²**: 0.77

=====

# 3
The following is a quantum chemistry calculation of 2 unconnected molecules or ions with the total composition C24H33Br2N2O4 in a non-equilibrium geometry, from the Open Molecules 2025 dataset.

```
65
Properties=species:S:1:pos:R:3:forces:R:3:mulliken_charge:R:1
C 2.20416 -0.97556 1.98991 -0.8 -0.3 -0.1 -0.98
C 1.31080 -1.26482 0.60884 1.1 -0.7 1.4 -0.36
N 1.55032 -0.10330 -0.33043 1.0 3.9 -3.3 0.27
C 3.00189 0.06831 -0.82567 -1.1 2.8 -1.7 -0.05
C 3.51178 1.26792 -1.81988 -4.5 -0.4 1.6 -0.79
C 2.40791 2.37239 -2.31919 -0.6 -2.6 1.9 0.47
C 2.88584 3.61829 -3.28004 0.6 3.9 2.7 -0.26
Br 3.11407 3.49949 -5.26635 -0.4 -0.5 2.4 -0.06
C 3.18082 4.96716 -2.65537 -1.0 -3.6 -0.5 0.10
C 3.07288 5.25186 -1.01734 0.9 0.3 -0.5 -0.75
Br 3.78498 6.55278 -3.77993 -0.8 -2.2 1.5 -0.11
C 0.83807 2.18120 -1.77463 3.0 -2.0 0.8 -0.02
C -0.22738 3.32969 -2.26183 0.9 0.8 -0.5 -0.69
O -0.67516 3.14788 -3.68273 0.5 -1.7 2.5 -0.34
C -1.08170 1.75526 -3.92713 -1.0 -0.4 -1.4 -0.26
C 0.46628 0.90301 -0.77081 2.0 1.3 -1.2 0.56
C -1.09984 0.76432 -0.22109 0.5 -0.7 0.6 0.14
C -1.86868 -0.58281 -0.75276 -0.7 -1.1 -0.5 -0.44
C -3.52387 -0.37631 -0.82480 0.3 -0.8 0.6 -0.61
C -4.11824 0.52862 0.41465 -0.9 0.5 0.2 -0.44
C -4.48300 2.08408 -0.07966 1.6 -0.5 -0.1 -0.20
O -5.88454 2.45764 0.16593 1.8 0.1 -2.2 -0.39
C -6.56005 2.71343 -1.11970 -1.1 0.0 -0.3 -0.55
H 3.16414 -1.65150 2.03044 -1.8 1.6 -0.2 0.27
H 1.52469 -1.27151 2.90662 1.5 0.7 -1.8 0.27
H 2.42210 0.17707 2.01303 -0.2 -2.4 0.2 0.37
H 0.20552 -1.39418 0.97048 2.1 0.5 -1.4 0.08
H 1.74034 -2.22595 0.08600 -1.3 2.0 1.0 0.43
H 3.81140 -0.70824 -0.45516 -2.2 1.6 -0.7 0.36
H 4.63897 1.36358 -2.14308 -2.6 -0.4 0.8 0.38
H 3.97743 4.68574 -0.49505 -2.1 1.0 -1.1 0.26
H 2.04214 4.90119 -0.57854 2.1 0.6 -1.0 0.17
H 3.25394 6.40486 -0.76630 -0.6 -2.6 -0.9 0.37
H -1.13317 3.50674 -1.54214 1.6 -0.8 -1.3 0.25
H 0.38020 4.35725 -2.27584 -1.3 -2.4 0.0 0.29
H -1.67989 1.31309 -3.02013 1.3 0.7 -1.6 -0.05
H -1.84249 1.79056 -4.84625 1.7 0.0 2.0 0.29
H -0.18078 1.06575 -4.27842 -1.8 1.5 1.1 0.22
H -1.75792 1.68333 -0.52373 1.7 -1.6 0.4 -0.42
H -1.08916 0.74520 0.97217 0.2 0.1 -2.6 0.46
H -1.50160 -0.93756 -1.83191 -0.7 1.0 2.3 0.23
H -1.71188 -1.53587 -0.05707 0.0 2.3 -1.3 0.32
H -3.97525 -1.47188 -0.67990 1.0 2.4 -0.7 0.31
H -3.81383 0.04903 -1.89399 0.4 -0.8 2.4 0.27
H -3.39898 0.53398 1.36513 -1.4 0.0 -2.2 0.23
H -5.14783 0.08735 0.81395 2.2 0.8 -1.0 0.35
H -4.17385 2.10584 -1.23051 -1.0 0.2 2.3 0.14
H -3.73851 2.84957 0.45319 -1.8 -1.5 -0.9 0.19
H -6.93267 1.67622 -1.52135 0.8 2.0 0.4 0.23
H -5.89879 3.30188 -1.90083 -1.2 -1.4 1.6 0.24
H -7.50611 3.37572 -0.91840 1.9 -1.3 -0.2 0.25
C 1.63860 -6.59174 5.40891 0.0 0.1 -0.1 -0.38
C 0.53254 -6.11773 4.70174 0.3 0.1 -0.2 -0.53
C 0.71327 -5.41437 3.50925 0.0 0.0 0.0 -0.28
C 2.01184 -5.19434 3.02958 -0.1 -0.5 0.8 0.20
C 3.12431 -5.66240 3.74147 0.0 0.0 0.0 -0.31
C 2.93111 -6.36206 4.93429 -0.3 0.2 -0.2 -0.49
N 2.20737 -4.47780 1.76357 0.4 0.2 -0.6 1.05
O 1.19897 -4.06298 1.17302 1.3 -0.6 0.7 -0.62
O 3.36865 -4.33234 1.35574 -1.7 0.0 0.4 -0.59
H 1.49243 -7.14454 6.33533 0.0 0.1 -0.2 0.38
H -0.47162 -6.29941 5.07883 0.2 0.1 -0.1 0.37
H -0.15898 -5.05157 2.96988 0.3 0.0 0.0 0.41
H 4.13783 -5.49442 3.38328 -0.3 0.0 -0.1 0.42
H 3.78817 -6.73211 5.49266 -0.2 0.1 -0.2 0.37
```
Positions in Å, forces in eV/Å.

Results
**Charge**: +1
**LUMO energy**: -4.6270 eV
**E_HOMO**: -11.56 eV
**ΔE to the lowest compared entry with this formula, charge and spin**: 324.07 kcal per mole

=====

# 4
The following is a quantum chemistry calculation of a molecular structure, C24H33Br2N3O4PRu, from the Open Molecules 2025 dataset.

```
68
Properties=species:S:1:pos:R:3:forces:R:3:lowdin_spin:R:1
Ru -2.20490 0.08270 0.09406 0.0 -0.1 0.0 2.60
Br -1.69066 -1.99504 3.06250 0.0 0.0 0.0 0.01
C -2.20264 -0.20857 3.25385 0.0 0.0 0.0 0.01
C -2.35370 0.33051 4.52237 0.0 0.0 0.0 0.00
C -2.90127 1.59493 4.65058 0.0 0.0 0.0 0.01
C -3.35505 2.25806 3.51835 0.0 0.0 0.0 0.00
C -3.17246 1.65622 2.29661 0.0 0.0 0.0 0.01
N -2.52924 0.47591 2.15608 0.0 0.0 0.1 0.02
C -3.80568 2.19972 1.03010 0.0 0.0 0.0 0.01
O -4.33375 3.27648 1.01053 0.0 0.0 0.0 0.02
O -3.74547 1.34248 0.03308 0.0 0.0 0.0 0.10
H -2.07180 -0.25620 5.38379 0.0 0.0 0.0 0.00
H -3.02170 2.03334 5.63211 0.0 0.0 0.0 0.00
H -3.87079 3.20705 3.55323 0.0 0.0 0.0 0.00
Br -2.06998 2.60480 -2.34679 0.0 0.0 0.0 0.01
C -2.44267 0.85725 -2.91984 0.0 0.0 0.0 0.01
C -2.66896 0.61998 -4.26466 0.0 0.0 0.0 0.00
C -2.90472 -0.68102 -4.67459 0.0 0.0 0.0 0.00
C -2.92480 -1.70007 -3.73427 0.0 0.0 0.0 0.00
C -2.71655 -1.37883 -2.41174 0.0 0.0 0.0 0.00
N -2.46006 -0.11888 -2.01461 0.0 0.1 0.0 0.02
C -2.80289 -2.42341 -1.30941 0.0 0.0 0.0 0.02
O -2.80744 -3.59439 -1.59798 0.0 0.0 0.0 0.03
O -2.88544 -1.89823 -0.12657 0.0 0.0 0.0 0.23
H -2.65485 1.44392 -4.96203 0.0 0.0 0.0 0.00
H -3.07922 -0.89282 -5.72096 0.0 0.0 0.0 0.00
H -3.11245 -2.73429 -3.98471 0.0 0.0 0.0 0.00
C 1.72932 -0.94322 2.65953 0.0 0.0 0.0 0.00
C 1.93149 -1.44187 1.22017 0.0 0.0 0.0 0.02
C 1.16633 -2.77227 1.06212 0.0 0.0 0.0 0.00
C 3.43088 -1.70685 1.02559 0.0 0.0 0.0 0.00
P 1.22543 -0.18270 0.02162 0.0 0.0 0.0 0.12
N -0.39171 -0.32641 0.06901 0.0 0.0 0.0 0.67
C 1.69550 1.56600 0.51317 0.0 0.0 0.0 0.01
C 0.80148 2.02320 1.67911 0.0 0.0 0.0 0.00
C 1.39988 2.53921 -0.63594 0.0 0.0 0.0 0.00
C 3.17194 1.71431 0.90585 0.0 0.0 0.0 0.00
C 1.76609 -0.58105 -1.72775 0.0 0.0 0.0 0.03
C 3.21174 -0.14536 -2.00585 0.0 0.0 0.0 0.01
C 1.64011 -2.09084 -1.98539 0.0 0.0 0.0 0.00
C 0.82700 0.08746 -2.74126 0.0 0.0 0.0 0.00
H 1.99464 -1.75973 3.33336 0.0 0.0 0.0 0.00
H 0.69594 -0.67639 2.86397 0.0 0.0 0.0 0.00
H 2.37026 -0.10026 2.90543 0.0 0.0 0.0 0.00
H 1.30226 -3.34764 1.97976 0.0 0.0 0.0 0.00
H 1.55478 -3.37430 0.24699 0.0 0.0 0.0 0.00
H 0.09886 -2.63018 0.90606 0.0 0.0 0.0 0.00
H 3.74183 -2.40254 1.80817 0.0 0.0 0.0 0.00
H 4.04240 -0.81193 1.12499 0.0 0.0 0.0 0.00
H 3.65416 -2.18038 0.07283 0.0 0.0 0.0 0.00
H -0.24889 2.03538 1.38469 0.0 0.0 0.0 0.00
H 1.08370 3.04830 1.92753 0.0 0.0 0.0 0.00
H 0.90533 1.42623 2.57938 0.0 0.0 0.0 0.00
H 0.36258 2.47503 -0.95994 0.0 0.0 0.0 0.00
H 2.05116 2.40533 -1.49577 0.0 0.0 0.0 0.00
H 1.56386 3.55097 -0.25931 0.0 0.0 0.0 0.00
H 3.42508 1.18369 1.82019 0.0 0.0 0.0 0.00
H 3.36277 2.77445 1.08543 0.0 0.0 0.0 0.00
H 3.85109 1.39230 0.11876 0.0 0.0 0.0 0.00
H 3.92673 -0.54969 -1.29290 0.0 0.0 0.0 0.00
H 3.32698 0.93568 -2.03731 0.0 0.0 0.0 0.00
H 3.48472 -0.52770 -2.99178 0.0 0.0 0.0 0.00
H 2.41089 -2.67274 -1.48800 0.0 0.0 0.0 0.00
H 1.76091 -2.24749 -3.05930 0.0 0.0 0.0 0.00
H 0.66027 -2.47772 -1.70302 0.0 0.0 0.0 0.00
H 0.69685 1.15591 -2.60421 0.0 0.0 0.0 0.00
H -0.14687 -0.39448 -2.71991 0.0 0.0 0.0 0.00
H 1.25135 -0.07132 -3.73516 0.0 0.0 0.0 0.00
```
Positions in Å, forces in eV/Å.

Results
**Multiplicity**: 5
**Charge**: +1
**LUMO energy (alpha / beta)**: -3.5237 / -4.8755 eV
**E_HOMO (alpha / beta)**: -11.77 / -12.51 eV
**Expectation value of S²**: 6.02

=====

no.,M (g mol⁻¹)
1,594.2
2,520.9
3,573.3
4,719.4